Entry 1:
92
Properties=species:S:1:pos:R:3:forces:R:3 method="wB97M-V/def2-TZVPD" spin_multiplicity=1 gap_ev=7.4149 total_charge=+1
C 3.66337 -2.92161 -2.69655 0.57 1.04 -0.42
C 3.20265 -1.95799 -3.29584 -0.09 0.29 0.75
C 2.62716 -0.64749 -3.90196 0.68 -1.41 -0.19
C 1.75075 0.23488 -2.86864 1.07 0.20 -1.12
C 2.72997 0.69844 -1.71647 0.62 0.41 1.99
C 2.33881 2.04917 -0.93358 -0.06 -0.74 0.22
C 4.29182 0.80837 -1.93451 1.21 0.47 0.57
C 4.87907 2.16992 -2.52322 0.55 -0.10 -0.64
C 1.02804 1.31647 -3.78021 0.24 0.66 -1.58
C 1.97974 2.49184 -4.33623 0.43 -1.19 -1.03
C 1.65462 2.86052 -5.87945 0.01 0.17 0.63
C 2.43440 1.93041 -6.91568 -0.79 1.00 -0.94
C 1.44815 0.93422 -7.68711 1.24 -0.45 0.98
O 2.21782 -0.29099 -7.92287 -1.24 0.12 0.28
C -0.43843 1.77519 -3.33547 0.25 -0.93 -1.34
Br -0.80838 3.72185 -3.67025 0.33 -1.16 0.57
P -1.77199 1.01065 -4.52055 -3.58 3.26 0.30
O -3.00749 1.90109 -4.47232 1.87 -1.69 -0.10
N -0.88181 1.32478 -1.97797 2.60 -1.01 1.08
P -0.89738 2.57820 -0.74406 -2.06 3.06 2.15
O -2.21266 3.26805 -0.51742 1.68 -1.56 -0.52
C -0.39079 0.03526 -1.59244 1.29 -0.25 -0.77
N -0.99823 -0.68012 -0.65107 0.39 1.64 -0.62
C -0.52750 -2.02022 -0.13522 -0.12 -0.56 1.22
C -1.50805 -3.22123 -0.55082 -0.95 0.79 0.87
C -2.15383 -3.85011 0.76734 0.20 -0.37 -0.24
Br -0.60576 -4.63730 -1.61640 -0.39 0.70 0.57
P -2.56934 -0.28453 0.17929 -2.22 -0.23 1.71
O -2.27874 0.78618 1.48227 0.31 -1.49 -1.96
Cl -3.87328 0.66652 -1.19578 1.75 -0.38 1.04
N 0.72076 -0.64460 -2.25911 -3.24 1.24 -0.27
C 0.02333 -1.55563 -3.24211 0.14 -2.31 -0.44
H 4.33673 -3.65001 -2.17273 -1.39 0.96 -0.91
H 2.05946 -0.93821 -4.83976 0.42 0.41 1.20
H 3.51508 -0.06086 -4.31189 -1.23 -0.56 0.83
H 2.62889 -0.10830 -0.90618 0.10 0.84 -1.39
H 1.65271 1.74278 -0.08094 0.49 0.73 -1.14
H 1.89517 2.80666 -1.63534 0.38 -0.69 0.94
H 3.23359 2.51838 -0.40500 -1.08 -0.71 -0.94
H 4.73315 0.75109 -0.87814 -0.82 -0.11 -1.36
H 4.80890 -0.02894 -2.48104 -0.99 0.62 0.54
H 4.13065 2.97991 -2.74116 0.68 -0.90 0.38
H 5.39847 1.92870 -3.51031 -0.64 0.50 1.20
H 5.67523 2.61054 -1.83916 -1.07 -0.62 -0.85
H 0.81629 0.76094 -4.76460 0.31 0.56 1.39
H 3.00341 1.99540 -4.43331 -1.21 0.95 0.58
H 2.03661 3.39219 -3.66951 -0.12 -0.97 -0.69
H 1.96030 3.93798 -6.03407 -0.39 -1.19 0.17
H 0.53000 2.81251 -6.07192 1.45 0.11 0.19
H 2.86121 2.62533 -7.71416 -0.34 -0.97 1.09
H 3.31145 1.38698 -6.45593 -1.15 0.38 -0.46
H 0.59855 0.63610 -6.99837 0.60 0.70 -0.97
H 1.09978 1.37710 -8.67131 0.20 -0.57 1.29
H 1.64255 -1.03512 -7.65092 0.62 0.56 -0.52
H -2.20059 -0.27439 -4.07839 0.96 0.09 -0.24
H -1.25782 1.04475 -5.85662 0.45 -0.64 0.68
H 0.06148 3.63419 -0.95717 -0.18 -1.29 -0.47
H -0.37064 1.95472 0.44852 -0.33 -0.24 -1.05
H -0.63115 -1.93671 1.00045 0.21 -0.04 -1.49
H 0.56271 -2.21739 -0.31953 -1.19 0.44 -0.33
H -2.36716 -2.84245 -1.18661 1.27 -0.35 0.55
H -2.32028 -3.09749 1.59843 0.32 -0.65 -1.17
H -1.42824 -4.63651 1.14347 -1.15 0.78 -0.30
H -3.17852 -4.27639 0.52820 1.47 0.20 0.26
H -2.13827 0.17118 2.24554 -0.25 0.66 -0.41
H 0.55191 -2.56689 -3.22292 -0.59 1.45 -0.19
H -1.05044 -1.78650 -2.96360 1.36 0.47 -0.10
H 0.00424 -1.18466 -4.30403 0.14 -0.13 1.12
C -3.47903 -4.22654 6.62502 0.05 0.12 0.00
C -3.73366 -4.35717 7.98772 0.04 0.14 -0.01
C -3.50502 -3.28825 8.84384 -0.07 -0.21 -0.02
C -3.00919 -2.08746 8.34206 -0.03 -0.23 -0.18
C -2.73099 -1.96417 6.98016 -0.07 -0.17 0.01
C -2.97831 -3.03376 6.12155 -0.07 -0.22 0.03
C -2.15666 -0.70858 6.44010 0.10 0.06 -0.55
O -1.91656 -0.59895 5.24809 -0.02 -0.01 -0.07
C -1.87076 0.40760 7.37145 0.08 0.18 0.08
C -1.27802 1.57310 6.88898 0.07 0.21 0.06
C -1.01851 2.62947 7.75191 -0.05 -0.13 -0.03
C -1.35822 2.53014 9.09862 -0.04 -0.12 -0.05
C -1.94382 1.36895 9.58503 0.08 0.19 0.03
C -2.19268 0.30165 8.72528 0.11 0.24 -0.08
C -2.78557 -0.94639 9.26229 -0.19 -0.05 0.82
O -3.07869 -1.03581 10.43864 0.06 0.01 -0.24
H -3.66667 -5.05925 5.95596 0.01 0.07 0.06
H -4.11296 -5.29344 8.38180 0.02 0.09 -0.03
H -3.70993 -3.39362 9.90345 0.05 0.18 -0.09
H -2.77679 -2.93949 5.06044 0.04 0.13 0.14
H -1.01395 1.65817 5.84077 -0.10 -0.14 0.09
H -0.55255 3.53339 7.37522 -0.05 -0.08 0.03
H -1.16174 3.35840 9.77040 -0.02 -0.08 -0.05
H -2.20195 1.29519 10.63561 -0.02 -0.15 -0.14


Entry 2:
24
Properties=species:S:1:pos:R:3:forces:R:3 method="wB97M-V/def2-TZVPD" spin_multiplicity=1 e_above_lowest_kj_mol=610.81 gap_ev=8.9017 total_charge=0
H -0.05806 0.90079 -0.56388 -0.27 -0.05 0.10
H -0.97828 1.62130 -1.53553 -0.15 -0.16 0.15
H 1.47030 2.19124 -1.55871 -0.13 0.47 -0.01
H 0.56331 3.24529 -2.17221 0.29 -0.03 0.28
H 0.23435 -0.63346 0.39676 0.46 -0.39 0.53
H -0.37526 -2.01539 0.22735 0.02 -0.06 -0.03
H 2.86011 -0.27516 0.96967 0.68 -0.12 -0.94
H 2.06102 0.97826 1.28656 0.12 -0.26 -0.24
H -3.49982 2.69052 1.52288 -0.01 -0.02 0.09
H -5.00030 2.68327 1.28094 0.02 -0.01 0.12
H -1.92016 -3.65181 -2.06633 0.08 -0.04 0.07
H -2.20279 -2.99039 -0.72742 0.00 -0.02 0.07
H 1.26181 0.58938 3.12646 -0.20 -0.06 0.23
H -0.06379 0.67520 2.38792 -0.67 -0.09 0.63
H 3.34074 -3.53119 -1.71041 -0.02 0.07 0.08
H 2.12903 -2.70428 -2.10795 0.03 0.01 0.10
O -0.33409 1.78293 -0.83705 -1.35 -1.18 0.41
O 1.34045 3.14486 -1.61100 1.56 1.04 -0.94
O -0.46181 -1.20436 0.74090 -0.68 -0.25 -0.79
O 1.96442 0.02821 1.15594 6.32 -0.49 -5.79
O -4.34389 2.63845 1.98529 0.01 0.02 -0.21
O -1.57374 -3.57084 -1.17055 -0.07 0.13 -0.09
O 0.74342 0.15131 2.44210 -6.02 1.54 6.33
O 2.84304 -2.74414 -1.46173 -0.02 -0.07 -0.16


Entry 3:
22
Properties=species:S:1:pos:R:3:forces:R:3 method="wB97M-V/def2-TZVPD" spin_multiplicity=1 e_above_lowest_kj_mol=585.22 gap_ev=3.0105 total_charge=+2
Sn -17.66566 -22.77140 -4.48131 0.19 0.37 -0.48
C -13.47587 -17.67643 -5.27539 1.04 -0.52 0.30
C -13.81040 -18.86717 -6.18468 1.06 2.67 -0.10
O -14.84787 -19.41854 -5.94047 -2.59 -2.17 0.46
N -13.02841 -19.13470 -7.22552 0.93 -0.43 -0.49
C -13.26418 -20.08927 -8.29136 -1.12 -0.63 -0.16
H -14.32068 -17.19619 -4.78165 -0.27 -0.25 -0.64
H -12.82986 -16.93613 -5.74731 -0.09 -0.07 -0.06
H -12.93266 -18.13347 -4.44827 0.34 0.11 0.12
H -12.10904 -18.72744 -7.32042 -0.28 0.51 0.50
H -13.53941 -19.55385 -9.20003 0.66 0.03 -0.20
H -14.14752 -20.71057 -8.14378 -0.01 0.11 0.65
H -12.43394 -20.78690 -8.40141 0.12 0.38 -0.22
O -17.98553 -22.11296 -9.11237 0.17 1.24 -0.12
C -18.05626 -22.58824 -10.25796 -0.27 0.25 1.89
N -18.16994 -23.89325 -10.31943 -0.27 -1.03 -1.83
C -18.02775 -21.80151 -11.53453 1.04 0.40 0.13
H -18.37871 -24.42059 -9.48371 0.04 -0.08 -0.46
H -18.35575 -24.18296 -11.26897 -0.11 -1.14 0.43
H -17.69749 -22.34258 -12.42125 -0.33 -0.52 0.19
H -17.20216 -21.11072 -11.36341 -0.43 0.63 -0.14
H -18.97858 -21.31168 -11.74450 0.18 0.14 0.24


Entry 4:
9
Properties=species:S:1:pos:R:3:forces:R:3 method="wB97M-V/def2-TZVPD" spin_multiplicity=1 e_above_lowest_kj_mol=286.42 gap_ev="6.3176 / 6.2936" smiles="CC=S.O=S" total_charge=0
C 1.06768 0.86640 -0.37308 1.09 1.50 0.13
C 0.42889 -0.04688 0.51064 -2.44 -0.26 0.37
O -1.81088 -1.09936 -0.94389 -1.19 -0.58 -0.02
S 1.36587 2.44345 -0.08526 -0.14 -0.86 -0.38
S -2.91036 -1.58536 -0.05733 0.39 0.17 -0.44
H 1.31525 0.36567 -1.27564 0.54 0.15 -1.27
H 0.87526 -0.94157 0.80987 1.52 -1.59 -0.27
H -0.49447 -0.38060 -0.01535 0.84 0.41 0.56
H 0.16276 0.37824 1.43005 -0.62 1.05 1.31